(1)
A molecular structure, C39H44BiN3OS3Sb2, computed with ωB97M-V/def2-TZVPD.

Structure (XYZ):
```
93
Properties=species:S:1:pos:R:3:forces:R:3:mulliken_charge:R:1
Bi 1.198120 -1.389587 2.726811 0.0 0.0 0.0 0.98
C 4.056056 2.975499 4.698006 0.0 0.0 0.0 -0.90
S 5.000662 1.721535 3.818704 0.1 0.1 0.1 0.10
C 3.823187 0.517594 3.428333 -0.2 0.1 0.1 0.47
S 2.185683 0.667454 3.994978 0.0 0.1 0.1 -0.47
N 4.333077 -0.450705 2.737272 0.1 -0.2 -0.1 -1.03
N 3.509766 -1.484776 2.412957 -0.1 0.2 0.1 0.44
C 4.084992 -2.510331 1.910906 0.2 -0.1 -0.1 -0.64
C 3.328463 -3.696801 1.533144 0.1 -0.1 -0.1 0.95
C 3.978542 -4.843689 1.100585 0.0 0.0 0.0 -0.86
C 3.217713 -5.955524 0.779956 0.0 0.0 0.0 -0.40
C 1.839111 -5.886101 0.902577 -0.1 0.0 0.0 -0.86
C 1.271362 -4.699340 1.338404 0.0 0.0 0.0 -0.13
N 1.999587 -3.626620 1.640712 -0.1 0.0 0.0 0.05
H 4.783750 3.747240 4.943271 0.0 0.0 0.0 0.39
H 3.282298 3.398097 4.060650 0.0 0.0 0.0 0.24
H 3.631878 2.577922 5.616038 0.0 0.0 0.0 0.37
H 5.163862 -2.490513 1.795820 0.0 0.0 0.0 0.42
H 5.057746 -4.859576 1.028141 0.0 0.0 0.0 0.46
H 3.694868 -6.866351 0.444456 0.0 0.0 0.0 0.48
H 1.211667 -6.734697 0.670270 0.0 0.0 0.0 0.47
H 0.196900 -4.602892 1.457193 0.0 0.0 0.0 0.39
C -2.491198 2.270260 0.335763 0.1 -0.1 0.1 -0.69
C -1.482065 2.737111 1.389722 -0.1 0.0 0.0 -1.16
C -0.556125 1.641738 1.892323 -0.1 0.0 0.0 -0.53
Sb 0.763473 0.565476 0.529771 0.3 -0.1 0.2 0.86
C 2.515164 1.718975 0.500269 -0.1 0.0 -0.1 1.15
C 2.520258 3.027380 0.977156 0.0 0.0 0.0 -0.79
C 3.697953 3.759587 0.953129 0.0 0.0 0.0 -0.70
C 4.862824 3.182443 0.466185 0.0 0.0 0.0 -0.70
C 4.855769 1.877688 -0.007211 0.0 0.0 0.0 -0.65
C 3.679700 1.143349 0.000338 0.0 0.1 0.0 -0.82
C 0.990948 -0.627516 -1.225553 -0.1 0.0 0.1 0.93
C 1.207749 -0.005015 -2.446920 0.2 -0.1 0.0 -0.73
C 1.457978 -0.780273 -3.568884 0.0 0.0 0.0 -0.70
C 1.472327 -2.167044 -3.471711 0.0 0.0 0.0 -0.79
C 1.252093 -2.781265 -2.248918 0.0 0.0 0.0 -0.63
C 1.019583 -2.006259 -1.117575 -0.1 0.0 0.0 -0.40
Sb -1.312163 1.932949 -1.401943 0.1 0.2 -0.1 1.07
C -2.413672 0.556871 -2.566718 0.0 0.0 0.1 0.60
C -2.513033 -0.756724 -2.111050 0.0 0.0 0.0 -0.25
C -3.193487 -1.700796 -2.864488 0.0 0.0 0.0 -0.61
C -3.766673 -1.339742 -4.077242 0.0 0.0 0.0 -0.69
C -3.658259 -0.035651 -4.537020 0.0 0.0 0.0 -0.64
C -2.979137 0.915212 -3.784963 0.0 0.0 0.0 -0.76
C -1.511749 3.770140 -2.414329 -0.1 -0.1 0.0 0.56
C -2.769766 4.327390 -2.637338 0.0 0.0 0.0 -0.38
C -2.876177 5.541854 -3.299222 0.0 0.0 0.0 -0.75
C -1.732931 6.198169 -3.735891 0.0 0.0 0.0 -0.50
C -0.480910 5.645689 -3.513398 0.0 0.0 0.0 -0.66
C -0.366851 4.429800 -2.851495 0.0 0.1 0.0 -0.57
H -3.264374 3.009435 0.137360 0.0 0.0 0.0 0.70
H -2.970533 1.335848 0.634741 0.0 0.0 0.0 0.02
H -2.008539 3.120455 2.269895 0.0 0.0 0.0 0.55
H -0.895339 3.579325 1.007188 0.0 0.0 0.0 0.25
H -1.104414 0.841421 2.389533 -0.1 0.0 0.0 0.45
H 0.197442 2.040384 2.575708 0.0 -0.1 0.0 0.60
H 1.613007 3.483734 1.356274 0.0 0.0 0.0 0.35
H 3.704662 4.781216 1.310064 0.0 0.0 0.0 0.50
H 5.780924 3.754568 0.452476 0.0 0.0 0.0 0.42
H 5.765950 1.432499 -0.386271 0.0 0.0 0.0 0.43
H 3.674064 0.131031 -0.388975 0.0 0.0 0.0 0.47
H 1.198174 1.076017 -2.534052 0.0 0.0 0.0 0.65
H 1.639307 -0.299654 -4.521082 0.0 0.0 0.0 0.47
H 1.654537 -2.766011 -4.353984 0.0 0.0 0.0 0.43
H 1.255467 -3.861510 -2.171579 0.0 0.0 0.0 0.50
H 0.838994 -2.483487 -0.164383 0.0 0.0 0.0 0.09
H -2.057087 -1.048423 -1.168428 0.0 0.0 0.0 0.13
H -3.272488 -2.724458 -2.517780 0.0 0.0 0.0 0.45
H -4.294972 -2.077635 -4.666212 0.0 0.0 0.0 0.41
H -4.102952 0.243317 -5.483144 0.0 0.0 0.0 0.43
H -2.892453 1.930703 -4.152207 0.0 0.0 0.0 0.47
H -3.667554 3.820166 -2.301967 0.0 0.0 0.0 0.45
H -3.852114 5.975294 -3.474167 0.0 0.0 0.0 0.41
H -1.820297 7.145235 -4.251496 0.0 0.0 0.0 0.41
H 0.407763 6.160118 -3.854501 0.0 0.0 0.0 0.42
H 0.616238 4.006270 -2.678587 0.0 0.0 0.0 0.33
C -4.159584 -4.288472 0.994106 0.0 0.0 0.0 -1.41
C -3.160559 -3.165496 0.754984 -0.1 0.0 0.0 -0.06
S -2.245065 -2.740253 2.238231 0.1 0.0 0.0 0.22
O -1.388762 -1.546000 1.827256 0.1 0.1 0.0 -0.38
C -3.542399 -2.085942 3.301679 0.0 0.0 0.0 -0.61
C -4.417097 -1.018790 2.671765 0.0 0.0 0.0 -0.77
H -4.593327 -4.594966 0.043573 0.0 0.0 0.0 0.42
H -4.977563 -3.975510 1.641612 0.0 0.0 0.0 0.31
H -3.683328 -5.162818 1.439202 0.0 0.0 0.0 0.34
H -3.623392 -2.248552 0.388428 0.0 0.0 0.0 0.19
H -2.383561 -3.458632 0.044524 0.0 0.0 0.0 0.40
H -2.986389 -1.694882 4.156024 0.0 0.0 0.0 0.46
H -4.100692 -2.954823 3.655665 0.0 0.0 0.0 0.48
H -3.805170 -0.266279 2.173875 0.0 0.0 0.0 -0.08
H -4.994701 -0.521336 3.449326 0.0 0.0 0.0 0.43
H -5.122734 -1.432743 1.953358 0.0 0.0 0.0 0.27
```
Forces are in eV/Å.

Computed properties:
**HOMO-LUMO gap**: 0.241 hartree
**Total energy**: -99079.934 eV
**Charge**: +2
**Energy above the lowest of the compared OMol25 structures with the same formula, charge and spin**: 0.00 kcal per mole
**Highest occupied orbital energy**: -12.5 eV

(2)
3 unconnected molecules or ions with the total composition C4H13NO2 at a distorted geometry, computed with ωB97M-V/def2-TZVPD.

Structure (XYZ):
```
20
Properties=species:S:1:pos:R:3:forces:R:3:mulliken_charge:R:1
C 0.282507 -2.300479 -1.862727 1.4 0.3 0.6 -0.90
C -0.129931 -1.352641 -0.996490 0.4 -1.0 -0.7 0.34
N -0.622802 -0.137668 -1.372941 0.1 1.2 -0.7 -0.34
C -0.593241 1.062358 -0.517915 0.6 -1.6 0.7 -0.16
C -2.001648 1.485748 -0.092307 0.3 0.3 -0.1 -1.15
H 0.843189 -3.151234 -1.489654 -0.6 -0.2 0.3 0.25
H 0.584498 -2.092570 -2.885398 -0.7 0.2 -0.1 0.27
H -0.110961 -1.564690 0.063479 -0.2 0.1 0.2 0.02
H -0.353728 0.089672 -2.324871 -0.3 -0.2 0.1 0.21
H 0.109183 1.767589 -0.961029 -0.7 0.6 -0.3 0.43
H -0.024561 0.766755 0.375933 -0.2 0.1 0.1 0.07
H -2.127037 2.564661 -0.061627 0.0 0.1 0.2 0.31
H -2.187499 1.066555 0.894935 -0.2 0.1 0.0 0.30
H -2.752062 1.080922 -0.766877 0.1 0.0 -0.1 0.34
H 0.170385 -2.019766 2.392621 -0.6 0.0 -0.4 0.31
H 1.541913 -2.629516 2.016658 -0.4 0.2 0.2 0.33
O 1.041343 -2.194069 2.723644 1.0 -0.2 0.2 -0.63
H 2.099360 2.808153 0.884816 -0.1 0.0 -0.1 0.32
H 1.800769 2.093524 2.208714 -0.4 -0.3 0.2 0.32
O 2.430321 2.656697 1.771037 0.5 0.4 -0.1 -0.63
```
Forces are in eV/Å.

Computed properties:
**HOMO-LUMO gap**: 0.322 hartree
**Total energy**: -9942.553 eV
**Energy above the lowest of the compared OMol25 structures with the same formula, charge and spin**: 37.90 kcal per mole
**Highest occupied orbital energy**: -8.2 eV

(3)
2 unconnected molecules or ions with the total composition C3H8O3 at a distorted geometry, computed with ωB97M-V/def2-TZVPD.

Structure (XYZ):
```
14
Properties=species:S:1:pos:R:3:forces:R:3:mulliken_charge:R:1
C 0.770416 0.858871 -0.480494 2.2 -0.6 -2.4 0.00
C -0.459093 -0.674583 1.739082 -0.3 1.8 -1.3 -0.37
O 1.539177 -0.107283 -0.383675 -1.1 1.3 0.2 -0.59
O 0.613460 -1.510707 1.589170 1.9 -0.1 -1.5 -0.53
H 1.170658 -1.152705 0.793372 -1.2 -1.1 1.9 0.42
H 1.159517 1.874015 -0.297745 -0.3 0.0 0.8 0.34
H -0.154190 0.374411 1.297736 -0.7 -1.0 1.5 0.06
H -0.786705 -0.648093 2.783291 0.2 0.4 -0.2 0.30
C -0.373636 0.813412 -1.464672 -0.8 -0.5 0.8 -0.31
O -0.846236 -0.489859 -1.667691 0.0 0.0 0.0 -0.50
H -0.116540 -1.097785 -1.480807 0.0 0.0 0.0 0.35
H -1.197707 1.435825 -1.096614 0.0 -0.1 -0.1 0.30
H -0.020873 1.253806 -2.410521 0.2 0.1 0.2 0.30
H -1.298250 -0.929326 1.079568 -0.2 -0.3 0.2 0.22
```
Forces are in eV/Å.

Computed properties:
**HOMO-LUMO gap**: 0.357 hartree
**Total energy**: -9381.278 eV
**Energy above the lowest of the compared OMol25 structures with the same formula, charge and spin**: 58.19 kcal per mole
**Highest occupied orbital energy**: -9.8 eV